Here is a molecular structure, C33H26Br2CrN2O5P in a non-equilibrium geometry from the Open Molecules 2025 dataset. Energies are from the ωB97M-V functional and the def2-TZVPD basis.

Summary:
ΔE to the lowest compared entry with this formula, charge and spin, eV: 1.810
Charge: -1
Spin multiplicity: 5
Strongest force on any atom, eV Å⁻¹: 2.08

Element x y z (Å)
Cr  1.1837  -0.9189  0.2495
Br  2.6303  -3.2263  -0.8497
C  3.8391  -2.0234  -1.7482
Br  3.2449  -0.2131  -1.4741
H  3.7444  -2.2342  -2.8050
H  4.8483  -2.1547  -1.3804
O  -1.3180  -3.0896  -2.3908
C  -1.0043  -2.0063  -1.9106
O  -0.2880  -1.8632  -0.8645
C  -1.5892  -0.7611  -2.6306
C  -2.6259  -1.0522  -3.5256
C  -3.2746  -0.0619  -4.2361
C  -2.8986  1.2674  -4.0780
C  -1.8701  1.5748  -3.2105
C  -1.2041  0.5808  -2.4861
P  0.1680  1.0331  -1.3594
C  1.3361  1.9270  -2.4737
C  2.4075  2.6241  -1.9069
C  3.3575  3.2416  -2.7075
C  3.2801  3.1456  -4.0887
C  2.2334  2.4369  -4.6634
C  1.2668  1.8426  -3.8647
C  -0.5544  2.4510  -0.4476
C  -1.3312  2.1383  0.6674
C  -1.9444  3.1367  1.4073
C  -1.7771  4.4681  1.0537
C  -0.9999  4.7919  -0.0483
C  -0.3954  3.7898  -0.7961
H  -2.9018  -2.0915  -3.6308
H  -4.0804  -0.3228  -4.9116
H  -3.4049  2.0541  -4.6241
H  -1.5695  2.6078  -3.0765
H  2.4940  2.6873  -0.8259
H  4.1740  3.7827  -2.2453
H  4.0300  3.6183  -4.7105
H  2.1614  2.3499  -5.7408
H  0.4609  1.2921  -4.3312
H  -1.4376  1.1074  0.9751
H  -2.5411  2.8702  2.2705
H  -2.2470  5.2501  1.6376
H  -0.8629  5.8282  -0.3330
H  0.1985  4.0620  -1.6591
O  -5.9978  -2.8432  4.2260
C  -5.5098  -2.2076  3.1192
O  -6.2977  -1.7259  2.3471
C  -4.0419  -2.1609  2.9620
C  -3.1317  -2.7093  3.8670
C  -1.7680  -2.6302  3.6731
C  -1.2300  -1.9880  2.5350
C  -2.1619  -1.4435  1.6221
C  -3.5155  -1.5230  1.8285
N  0.1040  -1.8344  2.2622
C  1.0056  -2.1735  3.1732
C  2.4019  -2.0324  3.0276
C  3.2533  -2.4077  4.1046
C  4.6056  -2.2488  4.0104
C  5.1491  -1.6998  2.8355
C  4.2648  -1.3637  1.8279
N  2.9486  -1.5202  1.8900
H  -5.2582  -3.1797  4.7442
H  -3.4612  -3.2238  4.7664
H  -1.1257  -3.0856  4.4119
H  -1.7702  -0.9604  0.7398
H  -4.2066  -1.0948  1.1142
H  0.7024  -2.5554  4.1459
H  2.8011  -2.8172  5.0000
H  5.2476  -2.5353  4.8350
H  6.2105  -1.5377  2.7113
H  4.6435  -0.9243  0.9088
O  1.1996  0.4857  1.0851